C27H41NP2Sn | ωB97M-V with the def2-TZVPD basis set

The charge is +2. The total energy comes out at -2004.44158 a.u. The gap between HOMO and LUMO (alpha / beta) is 3.05 / 3.05 eV.

Last column: Löwdin charge in e.
Geometry (Å):
H1 1.665 -3.165 -0.575  0.0846
H2 2.850 -0.835 6.256  0.1357
H3 1.066 -4.757 -4.201  0.1229
H4 -2.747 -0.809 3.492  0.0670
H5 0.279 6.974 1.619  0.1291
C1 0.785 -3.627 -2.418  -0.1204
C2 -1.889 -1.328 3.041  -0.2442
C3 3.071 0.974 5.074  -0.0234
H6 2.230 -3.274 -5.474  0.1203
H7 4.161 0.988 5.138  0.1286
C4 2.432 1.968 4.338  0.0338
H8 -2.514 1.180 -3.636  0.0658
P1 -2.024 -1.455 1.240  0.6031
C5 1.912 -2.795 -4.540  -0.1885
C6 1.988 3.477 1.733  -0.0272
C7 1.375 -0.383 -4.054  -0.1201
H9 2.520 6.633 0.559  0.1332
N1 0.303 2.806 3.387  0.2429
H10 -1.922 -2.596 -2.755  0.0369
H11 -4.206 0.654 -3.568  0.0621
C8 -3.698 -1.976 0.633  -0.3685
H12 -0.828 5.071 2.812  0.1345
H13 0.327 -0.771 6.155  0.1265
C9 1.581 -2.879 -1.626  -0.1143
Sn1 -1.895 0.589 0.059  0.7769
C10 0.923 -0.011 5.640  -0.0330
C11 2.578 4.514 1.020  -0.0289
C12 2.334 -0.034 5.714  0.0136
C13 0.840 -3.716 -3.917  -0.1805
H14 -0.972 -0.766 3.283  0.0218
C14 -0.987 -2.916 0.805  -0.2445
P2 -2.870 -0.470 -1.847  0.6909
H15 0.955 -1.357 -5.866  0.1125
H16 -3.824 -2.622 -1.449  0.0769
C15 -3.983 -1.686 -0.888  -0.3442
H17 -4.469 -1.561 1.319  0.0995
C16 -3.338 0.927 -2.955  -0.2439
H18 0.061 -4.317 -1.945  0.1005
C17 2.007 5.794 1.036  0.0076
H19 -3.541 1.815 -2.353  0.0342
H20 2.805 -2.735 -3.912  0.0985
H21 -1.796 -2.329 3.499  0.0698
C18 0.764 5.996 1.660  -0.0263
H22 2.576 -1.264 -0.901  0.0999
H23 -1.305 3.237 -0.175  0.0015
C19 1.499 -0.396 -2.539  -0.1869
H24 -1.142 -1.187 -3.503  0.0263
H25 2.430 2.479 1.749  0.1253
H26 2.993 2.764 3.848  0.1198
C20 1.017 1.945 4.155  -0.2396
H27 0.067 -2.673 0.998  0.0439
C21 -0.698 2.346 -0.389  -0.3085
H28 -5.037 -1.381 -1.021  0.0945
C22 0.825 3.714 2.519  -0.2723
H29 2.029 0.522 -2.234  0.1040
H30 -0.814 1.024 4.807  0.1253
C23 0.145 4.956 2.333  0.0367
H31 3.492 4.321 0.456  0.1278
H32 -0.140 -3.489 -4.380  0.1067
H33 0.190 2.354 0.241  -0.0509
C24 2.301 -1.590 -1.920  -0.1979
H34 -1.122 -3.220 -0.249  0.0380
H35 0.492 -0.345 -2.078  0.0689
C25 0.277 0.968 4.895  0.0115
C26 -2.106 -1.576 -3.132  -0.2428
H36 -2.760 -1.673 -4.024  0.0725
H37 -3.665 -3.070 0.803  0.0956
H38 -1.266 -3.761 1.468  0.0649
H39 1.208 0.633 -4.447  0.1052
C27 1.386 -1.438 -4.871  -0.1072
H40 -0.422 2.330 -1.455  0.0001
H41 3.244 -1.718 -2.482  0.1160